No. 1
A cluster of 2 separate species, C5H6O in total. Source: OMol25; level of theory: ωB97M-V/def2-TZVPD.

Positions of all 12 atoms, in Å:
C (-1.344161, 1.173304, 0.746081)
C (-0.991552, -0.105973, 0.157310)
O (-1.546678, -1.028620, -0.288724)
C (1.114715, -1.413800, -1.314324)
C (1.365556, -0.525916, -0.378190)
C (1.257145, 0.304149, 0.585387)
H (-2.425146, 1.274084, 0.811201)
H (-0.850455, 1.958523, 0.170147)
H (-0.834926, 1.102179, 1.706235)
H (1.006816, -1.109252, -2.346514)
H (1.107581, -2.462650, -1.053950)
H (2.062677, 0.870869, 1.099694)

Atoms 1-2, force components in eV/Å:
C -0.36 0.34 0.26
C 0.05 -0.17 0.68

The spin multiplicity is 1. The calculation puts the highest occupied orbital energy (alpha / beta) at -0.2770 / -0.2771 Eh. For the relative energy (zero: lowest compared OMol25 entry of this formula, charge and spin), the calculation gives 113.14 kcal per mole. The calculation puts the LUMO energy (alpha / beta) at 0.07 / 0.07 eV.

***

No. 2
An isolated molecule of C2H5NO. Source: OMol25; level of theory: ωB97M-V/def2-TZVPD.

Positions of all 9 atoms, in Å:
C (-1.331355, -0.198399, -0.104961)
N (-0.224403, 0.410917, -0.311064)
C (0.976720, -0.105178, 0.286889)
O (0.111178, 1.517948, -1.331124)
H (-2.326968, -0.050078, -0.475701)
H (-1.173364, -1.048907, 0.584947)
H (1.253780, 0.497985, 1.337583)
H (0.982705, -1.186001, 0.451463)
H (1.731707, 0.161713, -0.438033)

Atoms 1-2, force components in eV/Å:
C 1.11 -0.89 1.10
N 0.07 2.92 -3.76

The spin multiplicity is 1. The calculation puts the highest occupied orbital energy at -0.3312 Eh. For the relative energy (zero: lowest compared OMol25 entry of this formula, charge and spin), the calculation gives 109.74 kcal per mole. The calculation puts the LUMO energy at 0.29 eV.

***

No. 3
An isolated molecule of C3H5NO2S. Source: OMol25; level of theory: ωB97M-V/def2-TZVPD.

Positions of all 12 atoms, in Å:
C (-1.821030, 2.238134, 0.043965)
N (-1.360704, 1.081526, 0.265981)
S (0.264138, 0.948677, 0.500000)
C (0.308537, -0.835016, 0.758358)
O (0.348723, -1.588792, -0.500464)
C (1.632357, -1.635883, -1.061795)
O (2.596718, -1.080064, -0.609217)
H (-2.905441, 2.329917, 0.085668)
H (-1.231366, 3.162887, -0.119383)
H (1.232960, -1.059041, 1.276588)
H (-0.569231, -1.239612, 1.294351)
H (1.504339, -2.322734, -1.934053)

Atoms 1-2, force components in eV/Å:
C -0.54 0.45 0.02
N -0.83 0.49 0.22

The spin multiplicity is 1. The calculation puts the highest occupied orbital energy at -0.3303 Eh. For the relative energy (zero: lowest compared OMol25 entry of this formula, charge and spin), the calculation gives 35.39 kcal per mole. The calculation puts the LUMO energy at 0.85 eV.

***

No. 4
A cluster of 9 separate species, C23H68N4O11 in total. Source: OMol25; level of theory: ωB97M-V/def2-TZVPD.

Positions of all 106 atoms, in Å:
C (5.693100, -1.384596, -0.837840)
O (4.339964, -1.618529, -0.544008)
C (4.115920, -2.185476, 0.755008)
C (2.698271, -2.866167, 0.773596)
C (2.382255, -3.479527, 2.129175)
N (2.694433, -3.899320, -0.245988)
H (6.138527, -0.767430, -0.057579)
H (5.825401, -0.898540, -1.804450)
H (6.266868, -2.311353, -0.840411)
H (4.894821, -2.906246, 1.003784)
H (4.115691, -1.471849, 1.578927)
H (1.961205, -2.091981, 0.560373)
H (1.354573, -3.841104, 2.164346)
H (2.477083, -2.865877, 3.025017)
H (2.896894, -4.423069, 2.310741)
H (1.804182, -4.360566, -0.124257)
H (2.602942, -3.502564, -1.170273)
C (-2.050412, 4.083479, 2.233404)
O (-2.726000, 2.857074, 1.940894)
C (-4.146972, 3.064721, 2.021016)
C (-4.827335, 1.717256, 2.201132)
C (-4.665649, 1.046468, 3.513623)
N (-4.436153, 0.856677, 1.089501)
H (-1.879491, 4.138517, 3.308509)
H (-2.633278, 4.963918, 1.962860)
H (-1.081988, 4.158198, 1.738742)
H (-4.355195, 3.659907, 2.910126)
H (-4.492581, 3.632802, 1.157342)
H (-5.909238, 1.849865, 2.197787)
H (-5.176460, 0.085788, 3.448311)
H (-5.185269, 1.538474, 4.335840)
H (-3.619321, 0.898270, 3.780675)
H (-3.432145, 0.956293, 1.043132)
H (-4.604017, -0.136804, 1.159560)
C (-0.162216, 0.260903, -3.211567)
O (-1.276420, 0.028659, -4.071361)
C (-1.244364, -1.258212, -4.681026)
C (-2.735102, -1.650587, -5.054263)
C (-3.803568, -1.436161, -3.933920)
N (-2.876163, -3.040091, -5.602275)
H (0.812534, 0.084784, -3.666474)
H (-0.235630, -0.438155, -2.378478)
H (-0.245204, 1.254518, -2.771173)
H (-0.634209, -1.319131, -5.582190)
H (-0.905236, -1.958048, -3.917279)
H (-3.093455, -0.986927, -5.841174)
H (-4.842677, -1.578110, -4.230927)
H (-3.713882, -0.403072, -3.598115)
H (-3.699104, -2.029816, -3.025761)
H (-2.476765, -3.795007, -5.063133)
H (-3.857714, -3.277932, -5.592192)
C (3.635044, 1.369016, -4.077514)
O (4.516059, 1.033610, -3.024167)
C (4.972166, 2.123783, -2.239414)
C (4.373708, 1.945955, -0.803614)
C (2.843015, 1.679795, -0.765430)
N (4.607359, 3.158576, -0.095510)
H (4.206700, 2.060020, -4.697059)
H (2.804172, 1.932470, -3.652916)
H (3.193493, 0.524124, -4.605989)
H (6.052146, 2.124108, -2.091994)
H (4.682036, 3.079410, -2.676116)
H (4.759747, 1.149013, -0.168029)
H (2.290266, 2.409076, -1.357644)
H (2.498208, 1.653683, 0.268265)
H (2.605579, 0.655142, -1.051466)
H (4.066522, 3.919604, -0.480775)
H (5.546343, 3.497341, -0.249355)
O (1.792983, 1.084658, 3.370033)
C (1.332632, 2.363729, 3.778395)
C (1.774309, 2.706856, 5.170938)
O (3.125976, 3.101701, 5.343678)
H (2.742014, 1.155505, 3.243895)
H (1.693831, 3.108803, 3.069514)
H (0.244225, 2.311927, 3.806314)
H (1.458754, 1.913543, 5.848564)
H (1.267788, 3.622505, 5.476109)
H (3.282593, 3.878458, 4.801734)
O (-0.167406, -4.940989, -0.216984)
C (-1.134309, -3.877798, -0.023810)
C (-1.719600, -3.262623, -1.375400)
O (-2.551282, -4.118756, -2.014855)
H (-0.712043, -5.690044, -0.469735)
H (-1.955512, -4.112804, 0.653308)
H (-0.682378, -2.988407, 0.415332)
H (-0.969524, -2.926510, -2.091303)
H (-2.241799, -2.337487, -1.131400)
H (-2.185818, -4.453832, -2.836906)
C (-2.887734, 3.150407, -1.338713)
O (-2.400194, 3.860762, -2.483528)
H (-3.786259, 2.588163, -1.592917)
H (-2.201516, 2.405411, -0.935969)
H (-3.001336, 3.773699, -0.451750)
H (-2.431826, 3.353105, -3.297709)
C (-2.768437, -2.500250, 4.458874)
O (-2.410273, -2.432785, 3.101603)
H (-2.654619, -3.490126, 4.900804)
H (-2.220329, -1.740499, 5.016052)
H (-3.830987, -2.287831, 4.577049)
H (-1.825150, -1.721044, 2.832064)
C (-0.464572, 0.224803, 0.626801)
O (-0.460910, -0.021888, 2.028963)
H (-0.094703, 1.210541, 0.344646)
H (0.324306, -0.400050, 0.208088)
H (-1.366174, -0.065342, 0.087326)
H (0.381265, 0.285443, 2.372315)

Atoms 1-2, force components in eV/Å:
C 0.41 -0.14 0.48
O -0.56 -0.08 0.53

The spin multiplicity is 1. The calculation puts the highest occupied orbital energy at -0.3289 Eh. For the relative energy (zero: lowest compared OMol25 entry of this formula, charge and spin), the calculation gives 175.19 kcal per mole. The calculation puts the LUMO energy at 0.44 eV.

***

no.,calculated total energy (Ha)
1,-269.1659
2,-209.0475
3,-720.6901
4,-1963.5319